52
Properties=species:S:1:pos:R:3:forces:R:3 method="wB97M-V/def2-TZVPD" homo_lumo_gap_ev=9.61 energy_ha=-6759.6525
C 6.383 3.599 -2.152 0.1 0.0 0.1
H -4.834 -1.356 3.991 0.0 0.0 0.1
H -4.581 0.366 4.311 0.2 -0.1 0.0
H -2.543 -4.820 -0.227 1.0 0.3 -1.3
C 0.598 1.984 -1.021 -0.5 1.5 -0.2
F 2.092 3.219 0.545 -2.3 -2.5 0.1
F 0.498 -3.714 -0.381 -1.6 -2.5 -0.3
H -1.193 -1.953 3.996 -0.1 0.0 0.1
H -1.586 -2.399 0.028 -0.2 -1.1 -1.5
F -0.378 -5.587 0.584 0.6 1.4 -2.9
F 0.865 3.279 -1.617 -0.5 -2.2 1.0
H -1.443 2.042 -1.993 0.9 -0.2 1.4
O -4.160 -1.314 0.496 2.3 0.7 -3.6
C 1.319 2.016 0.440 1.5 0.4 0.9
H 3.711 2.778 -3.987 0.1 0.1 0.1
O 4.892 1.731 -2.211 0.2 0.2 0.0
H 6.858 3.042 -1.344 -0.2 0.0 -0.1
H -2.088 -3.412 5.770 -0.2 -0.2 0.1
H 5.548 5.163 -3.970 -0.1 -0.1 0.0
C -3.427 -1.123 -0.513 -2.7 -0.5 3.5
H 3.792 5.227 -4.248 0.2 0.2 -0.1
H 7.116 3.748 -2.947 0.0 0.2 0.1
N 4.483 3.359 -3.691 0.3 -0.1 0.3
H -1.143 -2.448 -1.793 -0.9 -0.5 1.3
C -2.691 -3.157 4.896 0.5 0.0 -0.2
C -0.335 -4.839 -0.627 0.2 0.2 0.0
H -1.355 2.617 -0.199 0.6 -1.0 -1.4
H -2.613 -3.961 4.161 -0.2 -0.2 0.2
C -0.986 1.835 -0.963 -0.3 -0.1 0.6
H -2.079 -4.867 -2.064 0.3 0.8 1.5
Br 2.668 0.546 0.694 -0.9 1.0 0.5
C -1.845 -4.421 -1.039 0.6 0.5 0.8
O -3.181 -2.251 -1.337 0.9 1.6 0.9
F 0.423 1.890 1.523 1.6 0.9 -2.4
H -1.433 0.431 0.722 0.2 -0.3 -1.7
C 4.692 4.621 -4.367 -0.4 -0.3 -0.2
H 4.850 4.420 -5.429 0.1 0.3 0.0
C 5.207 2.819 -2.673 -0.4 -0.5 0.1
C -2.782 -0.758 4.107 0.4 0.3 -0.3
N -2.951 0.233 -0.769 0.3 -1.7 0.3
C -4.219 -0.638 4.536 -0.1 0.1 0.0
H 6.049 4.562 -1.758 0.1 0.0 -0.1
H -3.730 -3.041 5.197 0.1 0.1 -0.1
C -1.887 -2.825 -0.999 1.3 0.4 -0.6
H -0.809 -0.381 -0.851 -1.2 0.8 0.4
H -3.458 0.811 -0.070 0.2 -0.8 -0.7
H -4.305 -0.803 5.612 -0.1 -0.1 -0.1
O -2.176 0.173 3.591 -0.2 -0.1 0.0
C -1.505 0.413 -0.431 1.3 0.8 0.7
N -2.154 -1.948 4.308 -0.3 0.3 0.0
F 0.320 -5.564 -1.665 -1.5 1.3 2.7
Br 1.509 0.655 -2.172 -1.0 0.9 0.0



44
Properties=species:S:1:pos:R:3:forces:R:3 method="wB97M-V/def2-TZVPD" spin_multiplicity=5 homo_lumo_gap_ev="6.11 / 5.30" energy_ha=-2227.7812 s_squared=6.054 total_charge=+3 e_above_lowest_kcal_mol=58.21
H -1.316 -1.284 2.731 0.0 -0.2 0.1
H 0.258 3.330 -3.104 0.0 -0.1 -0.2
H -2.452 1.744 -2.828 0.2 0.0 0.2
P 0.234 -1.278 0.192 -2.4 -1.9 -0.5
H -1.222 -1.049 -2.907 0.2 0.2 -0.2
C -0.708 -2.187 2.723 0.1 0.9 -1.1
C -1.909 1.729 -1.875 0.4 -0.1 0.6
H -1.834 2.744 -1.467 -0.3 -0.3 -0.2
H -2.434 1.094 -1.155 0.0 0.2 -0.2
C 0.745 2.966 -0.623 -2.3 4.9 1.0
Os 1.347 1.135 -0.252 -0.9 -2.4 -2.9
H 2.412 4.201 -0.220 -0.2 -0.1 -0.1
H -1.560 -2.951 4.553 0.1 0.0 -0.1
I 2.958 -0.860 0.775 2.0 0.9 0.3
C -1.595 -1.190 -0.028 0.0 0.0 0.2
H 2.932 2.548 -0.548 0.2 0.2 -0.1
H -1.880 -0.913 -1.047 0.1 -0.1 0.3
C -0.828 -3.109 3.763 0.5 -2.2 1.6
C -0.012 -4.248 3.799 -0.6 0.4 0.5
H -0.935 0.083 -4.250 0.1 0.0 0.4
H 1.400 2.088 -3.721 -0.3 0.1 -0.1
H -2.017 -0.458 0.672 0.0 -0.1 -0.2
C 0.357 2.302 -3.465 0.5 0.1 0.4
C 0.916 -4.465 2.773 -0.2 -1.1 1.5
H -0.086 -4.967 4.619 -0.1 0.3 -0.3
H 0.445 -0.808 -3.553 -0.3 0.1 -0.1
C 1.009 -3.550 1.718 -0.2 1.9 -1.4
P -0.214 1.107 -2.202 -1.2 0.4 -1.2
Cl 2.650 0.366 -2.185 0.5 -0.3 0.8
C 0.761 -2.450 -1.109 0.3 0.1 0.0
H 1.570 -5.347 2.777 -0.3 0.3 0.1
H 0.211 -2.281 -2.032 0.0 -0.1 0.2
H 2.387 3.573 -1.900 -0.1 -0.2 0.2
C 0.100 1.408 1.077 -3.7 1.5 4.4
H 1.766 -3.736 0.949 -0.3 0.1 0.2
H -0.272 2.160 -4.349 0.1 0.1 0.2
O -0.755 1.620 1.852 2.9 -1.0 -2.7
C 2.197 3.327 -0.848 1.6 1.3 -0.2
H 0.576 -3.468 -0.757 -0.1 0.1 -0.3
H -2.007 -2.180 0.206 0.0 0.2 -0.2
H 1.827 -2.323 -1.315 -0.3 -0.2 -0.2
C -0.511 -0.323 -3.319 0.4 -0.5 0.4
O -0.132 3.806 -0.535 2.4 -3.2 -0.5
C 0.177 -2.422 1.661 1.3 -0.3 -0.5



50
Properties=species:S:1:pos:R:3:forces:R:3 method="wB97M-V/def2-TZVPD" homo_lumo_gap_ev=6.46 energy_ha=-2073.6113 smiles="C=CN[C@@H](CCCCC(F)(F)C(F)(F)S(F)(F)(F)(F)F)[C@H](CCCF)OC"
H 0.688 2.550 1.544 -1.8 -1.1 -1.6
C -0.945 0.870 1.398 -0.4 0.5 0.7
H 2.502 2.693 -1.743 -0.7 -1.4 1.8
F 4.812 -1.795 -0.142 -3.1 -1.8 -0.6
C 0.505 -0.539 4.483 0.8 2.4 -3.7
F 4.244 -3.981 0.604 -1.5 2.5 -2.1
H -1.857 -1.685 -1.583 -0.8 -0.5 1.9
H -4.214 -0.491 0.595 1.4 2.3 0.0
F 1.204 -1.726 -1.342 4.8 0.0 -0.9
H -3.750 0.949 1.723 0.5 -0.8 -2.0
C 2.674 -1.761 -1.690 -3.8 0.9 -4.3
F 2.275 -4.046 -0.745 2.4 2.6 0.7
F 4.398 -3.581 -1.755 -1.4 1.8 3.1
H -4.077 -0.132 -2.044 -0.9 2.4 0.1
N -0.055 -0.202 2.002 1.2 1.8 0.7
H 0.568 -0.648 1.295 -0.7 0.6 0.7
H 2.417 2.849 0.133 -0.4 -1.6 -2.0
H -3.509 2.598 -0.361 -1.4 -1.9 -0.4
C 0.688 0.290 3.226 -0.8 -3.1 3.6
H 0.295 0.831 -1.092 0.2 2.4 0.8
C 2.138 2.135 -0.782 -0.2 0.5 1.1
C -2.254 -2.104 -0.565 -0.8 -1.4 0.7
C -1.993 0.142 0.369 -1.2 -0.7 0.4
C -4.210 1.040 -1.999 1.1 0.7 0.2
H -1.805 0.349 -0.767 0.0 -0.3 2.1
H -1.842 -3.215 -0.429 -0.7 2.6 -0.2
H 0.876 -0.110 5.507 -0.5 -1.1 -2.2
H -3.439 -2.205 -0.525 2.4 0.3 -0.6
C 2.947 0.718 -0.478 0.8 1.0 0.2
H 2.363 0.196 0.390 1.1 0.6 -1.9
S 3.505 -2.844 -0.446 1.5 -5.4 1.5
C -0.145 2.162 0.783 -0.6 1.0 -0.5
F 2.234 0.401 -2.850 2.5 -2.3 2.5
H -5.271 1.862 -0.144 2.2 -0.3 -0.7
F 2.718 -2.386 -3.064 -0.1 2.0 4.8
F -5.467 1.478 -2.685 2.7 -1.1 1.5
H 0.032 -1.634 4.434 0.8 2.9 0.0
F 2.574 -2.301 0.884 2.2 -0.5 -2.8
O -1.864 -1.331 0.625 0.0 1.2 -2.6
H -3.281 1.496 -2.593 -2.3 -0.9 1.0
C -3.585 0.521 0.646 -0.1 0.1 -0.4
H -1.603 1.289 2.301 1.5 -0.9 -1.9
C 0.480 1.949 -0.716 1.1 -1.1 -0.8
C -4.163 1.625 -0.453 -0.5 -0.7 0.4
C 3.160 -0.218 -1.823 -0.4 3.1 -1.6
H 4.024 1.006 -0.054 -2.3 -0.9 -1.1
H 0.024 2.650 -1.539 0.7 -1.3 1.8
H -0.920 3.064 0.701 1.6 -1.9 0.3
H 1.381 1.261 3.215 -1.8 -2.1 0.2
F 4.523 -0.040 -2.452 -4.2 -1.1 2.2



43
Properties=species:S:1:pos:R:3:forces:R:3 method="wB97M-V/def2-TZVPD" homo_lumo_gap_ev=6.51 energy_ha=-3022.0326 e_above_lowest_kcal_mol=89.59
C 2.269 -2.097 -0.752 0.6 -0.5 0.4
H 2.573 2.817 -1.729 -1.5 -0.3 0.2
C 0.431 3.333 -1.916 1.2 -0.8 0.7
H -2.868 2.123 0.419 0.3 -0.3 -0.7
C 3.013 -1.148 1.924 0.9 -0.8 0.2
H 1.784 -3.060 -0.518 0.3 0.3 -0.2
H 4.034 -1.098 1.493 -0.3 -0.1 0.7
H -1.741 -1.991 -2.055 0.3 0.2 -0.6
H 3.088 1.206 0.536 -0.2 -0.4 -0.7
C 1.295 1.480 -0.674 -0.7 -2.1 1.4
H -1.578 -3.131 0.119 -0.5 0.4 0.3
H -0.357 -1.966 1.274 -0.1 -2.7 2.2
C -2.881 0.039 -0.028 0.7 -0.1 -2.1
C -1.080 1.880 -0.748 1.1 -2.5 1.4
H -0.353 -0.615 2.364 1.1 -1.2 -1.9
P 1.888 -0.906 0.559 1.9 1.2 -0.8
H -3.133 1.757 -1.277 -0.1 0.2 -0.3
H 2.863 -0.372 2.698 0.1 -0.4 -0.5
C 0.003 1.091 -0.284 -0.6 1.4 -0.6
C 1.499 2.549 -1.448 1.9 2.8 -2.2
H -3.246 -2.549 -0.517 1.2 -0.2 1.5
H -1.748 3.571 -1.885 1.8 -1.0 0.6
H 2.812 -2.148 2.358 0.3 0.6 -0.1
C 2.489 0.644 -0.220 0.3 0.1 0.3
H 1.916 -1.721 -1.727 0.2 -0.1 0.5
H -3.209 -0.026 0.988 -0.2 0.0 0.6
F 0.693 -0.037 3.793 -0.5 0.7 -0.6
C -2.500 1.497 -0.439 -0.8 0.2 1.4
H -2.749 -2.221 1.281 0.5 -0.6 -1.0
Zn -0.285 -0.662 0.596 1.9 1.8 0.4
C 0.046 0.372 2.612 -0.5 2.1 5.0
C -1.242 -1.106 -1.650 -1.9 -0.7 1.8
N -1.854 -0.980 -0.231 -2.4 -3.3 -2.1
H 3.109 0.349 -1.085 0.1 0.5 0.4
H -0.149 -1.241 -1.583 -0.6 0.1 -0.3
C -2.367 -2.376 0.236 -2.0 2.2 -2.0
H 0.612 4.176 -2.548 0.0 0.4 -0.2
H -3.639 -0.318 -0.712 -1.2 0.4 0.1
H -1.527 -0.190 -2.118 0.3 0.3 -0.9
F 0.745 1.443 2.219 -0.1 -1.1 -0.3
F -1.205 0.859 2.931 0.3 0.7 0.5
H 3.370 -2.180 -0.737 -0.4 -0.4 -0.5
C -0.821 2.951 -1.519 -2.9 3.2 -2.1



58
Properties=species:S:1:pos:R:3:forces:R:3 method="wB97M-V/def2-TZVPD" homo_lumo_gap_ev=8.13 energy_ha=-3296.9452 total_charge=+1 e_above_lowest_kcal_mol=0.00
C 3.953 2.462 -1.150 -0.1 0.0 0.0
H 2.383 3.404 0.012 0.0 0.0 0.0
O -1.564 -4.730 -5.727 0.0 0.0 0.0
H 1.858 1.909 -0.823 0.2 0.1 0.1
O -1.211 -4.227 -8.128 0.0 0.0 0.0
C -2.129 -1.484 0.083 0.2 0.1 -0.1
F 0.036 1.288 -1.709 -0.2 0.2 -0.1
H -1.103 -3.958 -3.886 0.0 0.0 0.0
H 0.217 -0.211 1.972 0.1 0.0 0.2
F -3.272 -1.062 0.682 -0.2 0.0 0.0
C -0.421 1.554 3.605 -0.3 0.2 -0.5
O 4.743 2.681 2.274 0.0 0.0 0.0
H -0.227 -2.259 0.707 -0.1 -0.1 0.0
F -2.499 -2.298 -0.929 0.0 -0.1 -0.1
C -0.051 -0.809 2.848 0.1 0.1 -0.1
H 3.995 3.317 -1.818 0.0 0.0 0.0
H -1.185 -0.176 4.594 0.1 -0.1 -0.1
N -1.135 2.490 4.547 0.2 0.0 0.1
F -0.831 -0.354 -2.978 -0.1 0.0 -0.1
H -1.048 1.587 2.699 0.0 -0.2 0.1
H -1.306 -2.517 3.201 0.0 0.1 0.0
S 4.621 1.815 1.157 -0.1 0.0 0.0
S -2.183 -4.185 -7.098 0.0 0.0 0.0
O 4.981 2.628 -0.157 0.0 0.0 0.1
H 1.438 2.398 4.231 0.2 -0.2 -0.2
O -2.335 -2.663 -6.627 0.0 0.0 0.0
H -0.085 -3.369 -5.233 0.0 0.0 0.0
C -1.252 -2.222 1.078 0.2 -0.1 0.1
H -0.332 3.953 2.279 0.1 0.1 0.1
H 1.408 2.071 2.481 -0.1 0.1 0.0
F 1.321 -0.326 -2.488 0.2 0.0 0.0
O 3.059 1.618 0.821 -0.1 -0.1 0.0
S 0.000 -0.299 -1.647 0.1 -0.5 0.4
F 0.895 -0.269 -0.310 -0.2 0.0 -0.2
C -1.582 -0.181 -0.581 0.1 -0.1 0.2
H -1.618 -3.252 1.052 -0.1 0.1 0.0
H 0.811 -1.447 3.052 -0.1 0.0 -0.1
C -2.096 -2.536 -5.221 0.0 0.0 0.1
C -0.275 0.118 4.056 0.1 0.0 0.4
F -1.311 0.704 0.403 0.0 0.0 0.0
C 2.682 2.407 -0.320 0.1 0.0 -0.1
C -1.097 -3.640 -4.926 0.1 0.1 0.0
C 0.814 2.405 3.329 0.1 -0.1 0.3
C 0.196 3.808 3.234 0.0 0.0 0.2
H -1.703 -1.541 -5.033 0.0 0.0 -0.1
H -1.284 4.527 4.867 0.0 -0.1 0.0
H 4.125 1.538 -1.703 0.0 0.0 0.0
H -1.768 2.200 5.286 -0.1 0.0 -0.2
C -1.272 -1.671 2.511 0.0 0.0 0.1
H 0.877 4.640 3.409 0.0 0.0 -0.1
O 5.227 0.536 1.148 0.0 0.0 0.0
C -0.836 3.709 4.313 0.1 0.1 0.0
F -2.523 0.341 -1.350 -0.1 0.1 -0.1
H 0.552 0.027 4.766 -0.1 0.1 0.0
F 0.022 -1.887 -1.599 0.0 0.1 0.0
H -2.189 -1.104 2.689 0.0 0.0 -0.1
O -3.458 -4.778 -7.265 0.0 0.0 0.0
H -3.033 -2.681 -4.681 0.0 0.0 0.0